{"formula": "C6H12", "method": "ωB97M-V with the def2-TZVPD basis set", "e_tot_ev": -6411.336, "orbital_gap_ha": 0.2537, "species": ["C", "C", "C", "C", "C", "C", "H", "H", "H", "H", "H", "H", "H", "H", "H", "H", "H", "H"], "xyz": [[-2.42, -0.42, 0.07], [-1.45, 0.58, -0.50], [-0.10, -0.03, -0.92], [0.85, -0.20, 0.08], [0.84, 0.35, 1.38], [2.24, -0.62, -0.37], [-3.31, 0.03, 0.54], [-2.88, -0.94, -0.80], [-1.99, -1.19, 0.74], [-1.14, 1.30, 0.27], [-1.86, 1.14, -1.35], [1.43, 1.67, 0.13], [0.47, -0.15, -1.84], [-0.07, 0.76, 1.84], [1.65, 0.15, 2.08], [2.22, -1.26, -1.25], [2.61, -1.39, 0.32], [2.91, 0.24, -0.42]]}


{"formula": "C3H14NO3", "method": "ωB97M-V with the def2-TZVPD basis set", "charge": 1, "e_tot_ev": -10964.475, "orbital_gap_ha": 0.4217, "species": ["O", "C", "C", "N", "C", "H", "H", "H", "H", "H", "H", "H", "H", "H", "H", "H", "H", "O", "H", "H", "O"], "xyz": [[1.32, 0.89, 1.74], [0.57, -0.32, 1.94], [0.76, -1.01, 0.59], [0.37, -0.06, -0.52], [0.74, -0.57, -1.83], [1.21, 1.42, 2.54], [1.03, -0.90, 2.72], [-0.48, -0.13, 2.18], [0.11, -1.87, 0.36], [1.82, -1.20, 0.48], [0.64, 0.92, -0.39], [-0.66, 0.09, -0.49], [0.38, -1.59, -2.02], [1.82, -0.58, -2.00], [0.34, 0.02, -2.67], [-2.95, -0.50, -0.01], [-2.56, -1.78, -0.79], [-2.18, -1.04, -0.30], [-0.59, 3.41, -0.17], [-1.11, 2.38, -1.09], [-0.59, 2.44, -0.28]]}


{"formula": "C23H32IrN5S", "method": "ωB97M-V with the def2-TZVPD basis set", "multiplicity": 5, "charge": 2, "s_squared": 6.016, "e_tot_ev": -45476.448, "orbital_gap_ha": [0.3214, 0.2086], "species": ["Ir", "C", "C", "N", "C", "C", "N", "C", "C", "C", "N", "C", "C", "N", "C", "H", "H", "H", "H", "H", "H", "H", "H", "H", "H", "H", "H", "H", "H", "H", "H", "H", "H", "H", "H", "H", "H", "H", "H", "S", "C", "C", "C", "C", "C", "C", "N", "C", "C", "C", "C", "C", "C", "C", "H", "H", "H", "H", "H", "H", "H", "H"], "xyz": [[0.35, -0.84, -0.06], [-2.31, -2.16, 2.21], [-1.82, -3.10, 1.14], [-0.34, -2.95, 0.78], [0.53, -3.62, 1.72], [1.64, -2.72, 2.26], [2.09, -1.79, 1.24], [3.19, -0.93, 1.63], [3.53, 0.12, 0.58], [2.70, 1.41, 0.58], [1.24, 1.19, 0.52], [0.60, 1.62, 1.86], [-0.88, 1.30, 1.78], [-0.96, -0.14, 1.72], [-2.28, -0.72, 1.83], [-1.86, -2.20, 3.20], [-3.37, -2.35, 2.33], [-2.39, -2.91, 0.22], [-1.98, -4.09, 1.53], [-0.30, -3.47, -0.08], [1.04, -4.39, 1.18], [0.03, -4.15, 2.57], [2.46, -3.38, 2.59], [1.24, -2.09, 3.11], [2.50, -2.36, 0.48], [4.19, -1.39, 1.56], [3.11, -0.51, 2.63], [3.57, -0.31, -0.43], [4.60, 0.45, 0.63], [2.87, 2.12, -0.23], [2.91, 2.05, 1.46], [0.77, 1.62, -0.30], [0.87, 2.63, 2.09], [1.07, 0.98, 2.64], [-1.27, 1.87, 0.94], [-1.38, 1.72, 2.70], [-0.46, -0.53, 2.47], [-2.80, -0.40, 0.91], [-2.79, -0.08, 2.64], [-2.51, 1.84, -3.21], [-2.31, 3.08, -2.13], [-3.18, 4.12, -1.91], [-2.76, 5.20, -1.13], [-1.49, 5.09, -0.49], [-0.64, 4.08, -0.63], [-1.05, 3.08, -1.55], [-0.36, 1.90, -1.75], [-0.95, 1.23, -2.66], [-0.39, -0.14, -3.01], [-0.40, -0.48, -4.38], [0.32, -1.57, -4.87], [0.81, -2.41, -3.87], [0.76, -2.13, -2.52], [0.12, -1.03, -2.08], [-4.08, 4.29, -2.40], [-3.30, 6.16, -0.98], [-1.05, 5.87, 0.14], [0.33, 3.94, -0.14], [-0.86, 0.12, -5.12], [0.45, -1.58, -5.92], [1.33, -3.33, -4.17], [1.30, -2.85, -1.81]]}